P | {"formula": "C4H16NO2", "method": "ωB97M-V/def2-TZVPD", "gap_ev": 11.208, "total_charge": 1, "elements": ["O", "O", "N", "C", "C", "C", "C", "H", "H", "H", "H", "H", "H", "H", "H", "H", "H", "H", "H", "H", "H", "H", "H"], "coordinates": [[0.362, 2.770, -2.135], [0.097, -2.127, -1.917], [-0.176, 0.615, -0.891], [-0.248, -0.577, 1.221], [-1.339, 0.059, 2.149], [0.527, 0.427, 0.416], [0.652, -1.318, 2.282], [-1.151, 0.868, -0.783], [0.767, 2.357, -2.912], [-0.554, -2.712, -2.347], [-0.866, 0.726, 2.868], [0.421, 3.714, -2.346], [1.554, -1.756, 1.820], [0.715, -2.260, -2.660], [0.324, -2.195, 2.845], [-2.008, 0.587, 1.519], [-1.905, -0.782, 2.558], [1.562, 0.091, 0.423], [0.298, 1.041, -1.743], [0.037, -0.278, -1.394], [0.958, -0.566, 3.028], [0.574, 1.393, 0.953], [-0.672, -1.416, 0.631]], "mulliken_charge": [-0.649, -0.660, 0.013, 0.580, -1.303, -0.765, -1.491, 0.323, 0.286, 0.325, 0.392, 0.315, 0.393, 0.306, 0.375, 0.392, 0.383, 0.369, 0.278, 0.287, 0.350, 0.341, 0.161]}

Q | {"formula": "C4H16NO2", "method": "ωB97M-V/def2-TZVPD", "gap_ev": 11.964, "total_charge": 1, "elements": ["O", "O", "N", "C", "C", "C", "C", "H", "H", "H", "H", "H", "H", "H", "H", "H", "H", "H", "H", "H", "H", "H", "H"], "coordinates": [[-3.720, -0.437, 1.118], [-0.998, -0.762, -2.262], [-1.012, 0.249, 0.517], [1.347, 1.218, -0.181], [2.412, -1.198, -0.305], [-0.089, 1.426, 0.675], [1.936, -0.036, 0.552], [0.068, 1.727, 1.719], [-1.508, -0.103, -2.693], [-2.053, -0.001, 0.857], [-0.595, 2.289, 0.218], [-4.364, -0.524, 0.411], [-1.073, -0.229, -0.383], [1.197, 0.883, -1.166], [1.171, -0.415, 1.275], [-0.405, -0.461, 0.971], [1.516, -1.643, -0.883], [2.653, 0.269, 1.220], [3.251, -0.772, -0.997], [-4.264, -0.441, 1.936], [2.987, -1.887, 0.269], [-0.376, -1.208, -2.954], [1.919, 2.056, 0.085]], "mulliken_charge": [-0.659, -0.686, -0.156, -0.501, -1.016, -0.685, -0.579, 0.366, 0.312, 0.397, 0.362, 0.305, 0.207, 0.398, 0.275, 0.355, 0.159, 0.483, 0.274, 0.321, 0.396, 0.332, 0.340]}

Name the least stable of them. Q.

P | {"formula": "C4H16NO2", "method": "ωB97M-V/def2-TZVPD", "gap_ev": 12.147, "total_charge": 1, "elements": ["O", "O", "N", "C", "C", "C", "C", "H", "H", "H", "H", "H", "H", "H", "H", "H", "H", "H", "H", "H", "H", "H", "H"], "coordinates": [[2.484, 0.179, 0.178], [1.039, 1.673, 2.731], [-0.120, -0.447, -0.416], [-1.193, -1.459, -0.372], [-1.228, 1.138, -2.056], [-1.585, -1.839, 1.048], [-0.030, 0.246, -1.758], [-0.177, -0.587, -2.449], [-0.953, -2.289, -1.029], [-0.241, 0.274, 0.298], [0.936, 0.704, -1.924], [3.197, -0.373, -0.131], [-0.969, 1.812, -2.868], [-1.486, 1.750, -1.186], [-0.771, -2.422, 1.472], [0.159, 2.051, 2.712], [-2.099, 0.609, -2.355], [1.633, 2.358, 3.056], [2.801, 1.025, 0.498], [-2.080, -1.052, -0.863], [-1.900, -0.962, 1.609], [0.827, -0.812, -0.272], [-2.451, -2.499, 1.004]], "mulliken_charge": [-0.604, -0.624, -0.070, -0.389, -1.133, -1.228, -0.368, 0.326, 0.415, 0.257, 0.396, 0.289, 0.361, 0.324, 0.355, 0.315, 0.374, 0.320, 0.292, 0.286, 0.365, 0.355, 0.385]}

Q | {"formula": "C4H16NO2", "method": "ωB97M-V/def2-TZVPD", "gap_ev": 12.589, "total_charge": 1, "elements": ["O", "O", "N", "C", "C", "C", "C", "H", "H", "H", "H", "H", "H", "H", "H", "H", "H", "H", "H", "H", "H", "H", "H"], "coordinates": [[-0.419, -2.497, -0.424], [2.357, -2.286, -0.704], [-0.843, -0.013, 0.455], [-0.039, 0.802, -1.708], [0.122, 1.011, -0.209], [-0.904, 0.034, 1.927], [-0.236, 2.409, 0.217], [3.001, -2.083, -1.394], [-1.133, -2.895, 0.088], [0.436, -2.819, -0.103], [-1.617, -0.697, 2.292], [-1.293, 2.592, 0.012], [0.304, 3.150, -0.348], [-1.262, 1.011, 2.242], [2.933, -2.323, 0.077], [-0.501, -0.945, 0.080], [0.754, 1.296, -2.282], [1.088, 0.645, 0.138], [0.070, -0.101, 2.368], [-1.758, 0.116, 0.028], [0.005, -0.250, -1.993], [-0.996, 1.211, -2.038], [-0.069, 2.631, 1.274]], "mulliken_charge": [-0.701, -0.629, -0.127, -1.360, 0.430, -0.920, -1.468, 0.300, 0.328, 0.335, 0.362, 0.368, 0.419, 0.365, 0.320, 0.288, 0.390, 0.309, 0.363, 0.430, 0.412, 0.368, 0.419]}

Name the least stable of them. P.

P | {"formula": "C6H25NO7", "method": "ωB97M-V/def2-TZVPD", "gap_ev": 9.222, "total_charge": 0, "smiles": "C=NC(=C)CCC.O.O.O.O.O.O.O", "elements": ["O", "O", "O", "O", "O", "O", "O", "N", "C", "C", "C", "C", "C", "C", "H", "H", "H", "H", "H", "H", "H", "H", "H", "H", "H", "H", "H", "H", "H", "H", "H", "H", "H", "H", "H", "H", "H", "H", "H"], "coordinates": [[-1.488, 0.518, 4.192], [4.044, -1.366, -1.352], [-0.522, 3.301, -1.434], [-0.002, -4.541, -1.618], [-1.858, 3.684, 1.603], [1.389, 0.742, -2.550], [1.719, -2.434, -2.199], [-1.515, -0.138, -1.310], [0.059, 1.153, 1.098], [-1.159, 0.343, 1.039], [-0.980, -0.656, -0.062], [-1.988, -0.992, -2.180], [-0.382, -1.799, 0.185], [1.047, 0.486, 2.137], [2.056, 0.622, 1.934], [-0.167, -2.161, 1.215], [2.666, -2.261, -2.046], [0.507, -3.740, -1.487], [-1.114, 2.576, -1.407], [-2.293, 0.705, 4.493], [0.818, -0.695, 2.181], [-1.832, -2.033, -2.171], [-0.135, 2.256, 1.266], [1.358, 1.120, -3.465], [-1.194, -0.148, 2.044], [-0.252, -4.671, -0.654], [-2.086, 0.871, 0.995], [0.961, 1.073, 3.004], [0.096, -2.382, -0.542], [-2.747, 3.160, 1.724], [-1.023, 1.371, 4.189], [4.601, -0.887, -2.050], [-1.517, 3.970, 2.397], [0.591, 1.023, -2.094], [3.417, -0.699, -1.114], [1.385, -1.546, -2.478], [-0.501, 3.609, -0.491], [0.585, 1.177, 0.041], [-2.545, -0.612, -3.034]], "mulliken_charge": [-0.551, -0.706, -0.658, -0.614, -0.604, -0.612, -0.751, -0.141, 0.583, -1.120, 0.739, -0.436, -0.014, -1.268, 0.482, 0.278, 0.414, 0.174, 0.344, 0.256, 0.087, 0.365, -0.041, 0.253, 0.505, 0.365, 0.384, 0.435, -0.743, 0.326, 0.291, 0.360, 0.285, 0.307, 0.313, 0.281, 0.309, -0.147, 0.269]}

Q | {"formula": "C6H25NO7", "method": "ωB97M-V/def2-TZVPD", "gap_ev": 9.734, "total_charge": 0, "smiles": "CCN(CC)C(C)=O.O.O.O.O.O.O", "elements": ["O", "O", "O", "O", "O", "O", "O", "N", "C", "C", "C", "C", "C", "C", "H", "H", "H", "H", "H", "H", "H", "H", "H", "H", "H", "H", "H", "H", "H", "H", "H", "H", "H", "H", "H", "H", "H", "H", "H"], "coordinates": [[-2.294, 0.397, 3.663], [-0.540, -3.151, 1.220], [-1.751, -4.660, -0.433], [-0.776, 0.213, -1.863], [1.830, -2.416, 0.238], [-0.104, -3.303, -2.203], [0.324, -0.038, 3.113], [0.427, 1.414, -0.320], [1.680, 3.493, -1.143], [-1.858, 2.405, -0.009], [-0.774, 1.499, 0.522], [0.265, 0.723, -1.510], [1.492, 0.430, -2.314], [1.411, 2.478, -0.064], [-0.788, -4.042, 1.485], [-2.697, -4.526, -0.555], [1.938, 1.351, -2.677], [-0.556, -0.253, 2.743], [-0.389, 1.776, 1.501], [1.246, 2.967, 0.902], [-1.427, 0.352, 4.059], [0.807, 0.022, 2.276], [-1.524, 3.445, 0.016], [1.254, -0.044, -3.259], [-1.366, -4.382, -1.291], [-0.906, -3.208, 0.298], [2.303, 4.357, -0.799], [-2.111, 2.265, -1.064], [0.723, 3.929, -1.441], [0.953, -2.561, 0.668], [2.360, 1.964, 0.204], [2.426, -2.172, 0.950], [-2.951, -0.232, 3.995], [2.170, -0.103, -1.625], [0.328, -2.535, -2.598], [-2.755, 2.314, 0.608], [2.115, 3.071, -2.047], [-1.210, 0.514, 0.718], [0.722, -3.755, -1.966]], "mulliken_charge": [-0.645, -0.752, -0.714, -0.622, -0.611, -0.683, -0.712, 0.623, -1.111, -1.406, -0.611, 0.798, -1.360, -0.679, 0.286, 0.331, 0.291, 0.411, 0.720, 0.464, 0.355, 0.284, 0.300, 0.351, 0.365, 0.465, 0.365, 0.301, 0.273, 0.411, 0.352, 0.291, 0.297, 0.240, 0.278, 0.408, 0.297, 0.024, 0.326]}

Name the least stable of them. P.

P | {"formula": "H4N2S2", "method": "ωB97M-V/def2-TZVPD", "gap_ev": [7.328, 7.763], "total_charge": 0, "elements": ["S", "S", "N", "N", "H", "H", "H", "H"], "coordinates": [[1.426, -1.200, 0.532], [-1.637, -0.983, -0.563], [-1.818, 0.246, 0.492], [1.901, -0.041, -0.559], [1.536, -0.167, -1.524], [-1.433, 1.220, 0.202], [-1.743, 0.066, 1.550], [1.769, 0.859, -0.129]], "mulliken_charge": [-0.124, -0.143, -0.403, -0.420, 0.289, 0.261, 0.284, 0.258]}

Q | {"formula": "H4N2S2", "method": "ωB97M-V/def2-TZVPD", "gap_ev": 9.674, "total_charge": 0, "smiles": "NN(S)S", "elements": ["S", "S", "N", "N", "H", "H", "H", "H"], "coordinates": [[1.897, -0.551, -0.020], [-0.829, -1.541, 0.105], [-0.347, 0.920, -0.232], [0.233, -0.442, -0.569], [2.290, -0.369, -1.186], [0.410, 1.634, -0.584], [-0.310, 0.892, 0.760], [-0.779, -1.079, 1.399]], "mulliken_charge": [-0.087, -0.077, -0.455, -0.142, 0.138, 0.273, 0.263, 0.087]}

R | {"formula": "H4N2S2", "method": "ωB97M-V/def2-TZVPD", "gap_ev": [7.982, 7.478], "total_charge": 0, "elements": ["S", "S", "N", "N", "H", "H", "H", "H"], "coordinates": [[-1.980, 1.384, -1.512], [1.616, -0.902, 0.980], [-0.667, 0.706, -2.339], [0.897, -0.607, 2.455], [-0.890, 0.470, -3.336], [0.049, 0.204, -1.737], [0.125, -0.001, 2.216], [0.850, -1.253, 3.273]], "mulliken_charge": [-0.139, -0.128, -0.401, -0.405, 0.269, 0.261, 0.278, 0.264]}

Name the least stable of them. Q.

P | {"formula": "C5H7NS", "method": "ωB97M-V/def2-TZVPD", "gap_ev": 7.693, "total_charge": 0, "smiles": "C=C1SC=CN1C", "elements": ["S", "N", "C", "C", "C", "C", "C", "H", "H", "H", "H", "H", "H", "H"], "coordinates": [[-1.020, 1.692, -1.238], [-0.057, -0.379, 0.024], [-1.506, 0.119, -1.666], [1.034, 1.807, 0.835], [0.790, -1.191, 0.777], [-0.005, 1.016, 0.049], [-1.004, -0.910, -0.916], [-1.494, -1.886, -1.021], [1.608, 1.273, 1.652], [0.451, -1.240, 1.892], [-2.248, -0.014, -2.419], [1.956, -0.943, 0.818], [0.504, -2.153, 0.386], [0.992, 2.810, 0.827]], "mulliken_charge": [-0.148, 0.116, -0.325, -1.035, -0.986, 0.542, -0.328, 0.311, 0.182, 0.314, 0.383, 0.296, 0.316, 0.362]}

Q | {"formula": "C5H7NS", "method": "ωB97M-V/def2-TZVPD", "gap_ev": 7.238, "total_charge": 0, "smiles": "C=C/C=N/C(C)=S", "elements": ["S", "N", "C", "C", "C", "C", "C", "H", "H", "H", "H", "H", "H", "H"], "coordinates": [[-0.801, -0.941, 2.399], [0.031, -0.344, 0.075], [0.579, 0.783, 0.400], [-0.584, -2.696, 0.210], [0.687, 2.035, -0.358], [-0.422, -1.351, 0.825], [0.198, 2.373, -1.552], [0.402, -3.135, 0.003], [1.160, 0.812, 1.331], [-0.328, 1.863, -2.248], [1.024, 2.842, 0.238], [0.294, 3.406, -1.838], [-1.284, -2.465, -0.617], [-0.957, -3.180, 1.131]], "mulliken_charge": [-0.330, -0.451, 0.182, -0.749, -0.295, 0.314, -0.714, 0.281, 0.333, 0.359, 0.298, 0.235, 0.273, 0.263]}

R | {"formula": "C5H7NS", "method": "ωB97M-V/def2-TZVPD", "gap_ev": 7.415, "total_charge": 0, "elements": ["S", "N", "C", "C", "C", "C", "C", "H", "H", "H", "H", "H", "H", "H"], "coordinates": [[-0.986, 4.059, 3.612], [-0.400, 0.139, 0.368], [-0.354, 2.239, 1.507], [1.106, 0.083, -0.039], [-1.214, -0.922, -0.155], [-0.760, 3.024, 2.488], [-1.054, 1.004, 1.095], [-0.557, -1.825, -0.434], [1.314, -0.905, -0.541], [1.545, 0.274, 0.839], [-1.897, -0.577, -0.884], [1.326, 0.866, -0.696], [-1.943, -1.076, 0.739], [0.463, 2.582, 0.844]], "mulliken_charge": [-0.345, 0.212, 0.096, -0.983, -0.806, -0.041, -0.338, 0.312, 0.300, 0.450, 0.297, 0.310, 0.284, 0.253]}

Name the least stable of them. R.

P | {"formula": "C4H10ClN", "method": "ωB97M-V/def2-TZVPD", "gap_ev": 10.532, "total_charge": 0, "smiles": "C[C@@H](Cl)CCN", "elements": ["Cl", "N", "C", "C", "C", "C", "H", "H", "H", "H", "H", "H", "H", "H", "H", "H"], "coordinates": [[-1.258, 1.895, 0.806], [-0.138, 0.293, -2.133], [-0.683, 0.176, 0.665], [-0.878, -0.502, 2.055], [0.958, -0.187, -1.323], [0.745, 0.114, 0.155], [-0.723, -1.493, 1.845], [1.497, -0.425, 0.808], [0.025, -0.148, -3.025], [1.939, -0.048, -1.656], [-0.171, 1.307, -2.176], [-0.079, -0.251, 2.791], [1.030, 1.124, 0.238], [-1.857, -0.299, 2.535], [-1.350, -0.235, -0.116], [0.943, -1.322, -1.468]], "mulliken_charge": [-0.239, -0.490, 0.279, -1.376, -0.786, -0.780, 0.421, 0.324, 0.223, 0.479, 0.191, 0.325, 0.365, 0.352, 0.396, 0.315]}

Q | {"formula": "C4H10ClN", "method": "ωB97M-V/def2-TZVPD", "gap_ev": 9.715, "total_charge": 0, "smiles": "CC(C)N(C)Cl", "elements": ["Cl", "N", "C", "C", "C", "C", "H", "H", "H", "H", "H", "H", "H", "H", "H", "H"], "coordinates": [[-2.168, 0.414, 0.530], [-0.924, -0.190, -0.461], [-1.082, -1.668, -0.639], [0.718, 1.408, -0.858], [0.419, 0.117, -0.069], [0.700, 0.402, 1.433], [1.796, 1.600, -1.162], [-0.015, 1.027, 1.877], [-0.785, -2.234, 0.239], [0.702, -0.627, 2.096], [0.086, 1.161, -1.717], [1.609, 0.993, 1.464], [-0.387, -2.004, -1.405], [1.053, -0.747, -0.146], [0.408, 2.301, -0.248], [-2.130, -1.953, -0.934]], "mulliken_charge": [-0.159, -0.071, -0.875, -1.270, 0.317, -1.444, 0.282, 0.471, 0.345, 0.258, 0.444, 0.395, 0.357, 0.399, 0.275, 0.275]}

Name the least stable of them. Q.